DFT (wB97M-V/def2-TZVPD) results for a 13-piece molecular cluster, C24H66O29S6 overall in a non-equilibrium geometry.

Geometry (Å):
O 13.43430 -7.05355 1.73287
S 13.49393 -5.98018 2.71213
O 14.82776 -5.55512 3.04032
O 12.65396 -4.71596 2.21028
C 11.37599 -4.93503 1.62399
C 11.15699 -4.07861 0.34267
C 12.62295 -6.46355 4.20802
H 10.62043 -4.60794 2.33697
H 11.21408 -5.95200 1.26937
H 11.32567 -3.02015 0.53510
H 10.14037 -4.23685 0.01064
H 11.88677 -4.46677 -0.36891
H 12.68520 -5.66579 4.94138
H 13.04377 -7.43192 4.47293
H 11.55890 -6.63635 4.02560
O 7.23482 -4.76635 4.02354
S 8.03434 -5.81368 4.56864
O 9.14430 -6.41546 3.85206
O 8.53366 -5.23854 6.01375
C 9.21332 -6.11630 6.93388
C 9.73872 -5.19713 8.02299
C 6.97893 -7.19355 5.16189
H 9.98541 -6.67479 6.40049
H 8.45285 -6.79660 7.32340
H 10.27456 -5.79471 8.76676
H 8.93312 -4.78652 8.63012
H 10.37001 -4.44170 7.56388
H 6.48144 -6.84512 6.06360
H 7.57347 -8.03102 5.52161
H 6.41306 -7.44240 4.26925
O 12.21997 -6.51184 -4.90817
S 11.11819 -5.88986 -5.60995
O 10.20362 -6.69833 -6.39724
O 10.27731 -5.00006 -4.55354
C 9.69741 -5.58035 -3.40050
C 9.21107 -4.59104 -2.34839
C 11.69696 -4.49289 -6.54905
H 10.44188 -6.21326 -2.91218
H 8.79666 -6.12610 -3.69461
H 8.30966 -4.03747 -2.62239
H 9.87082 -3.75472 -2.10737
H 9.06499 -5.23286 -1.48251
H 12.19110 -3.83032 -5.84476
H 10.83124 -4.03822 -7.02265
H 12.39374 -4.83733 -7.30896
O 17.33013 -4.19588 -2.58897
S 17.19520 -4.61027 -1.22638
O 17.51394 -5.98225 -0.89692
O 18.11413 -3.70358 -0.24762
C 19.36764 -3.28761 -0.80741
C 20.43346 -3.49395 0.30005
C 15.55878 -4.14654 -0.55682
H 19.27373 -2.22037 -1.00938
H 19.74478 -3.83488 -1.66827
H 20.44223 -4.57982 0.41825
H 20.00336 -3.05734 1.19847
H 21.40764 -3.16235 -0.04289
H 15.69546 -3.08814 -0.36294
H 15.33701 -4.65416 0.38023
H 14.74092 -4.32203 -1.24988
O 9.44368 -12.14441 3.27208
S 10.82259 -11.73329 3.34180
O 11.70455 -12.41973 4.24028
O 11.38527 -11.72768 1.80796
C 11.98218 -12.97292 1.41601
C 12.47479 -12.78187 -0.00992
C 10.94113 -9.94168 3.61545
H 11.29806 -13.82853 1.41538
H 12.77046 -13.34778 2.07333
H 13.13407 -11.91515 -0.08308
H 11.59035 -12.57879 -0.61375
H 13.03662 -13.65831 -0.32538
H 11.97045 -9.61607 3.69949
H 10.28764 -9.81103 4.47685
H 10.44638 -9.45108 2.77800
O 4.50424 -0.53091 1.66433
S 4.99515 -1.86777 1.75626
O 4.74090 -2.75245 0.66232
O 6.59636 -1.90239 2.08248
C 7.51008 -1.76960 1.01601
C 8.82161 -1.30127 1.66960
C 4.45768 -2.47469 3.39529
H 7.28569 -0.93035 0.34780
H 7.58155 -2.69721 0.44713
H 8.58700 -0.39624 2.22723
H 9.70900 -1.22014 1.04728
H 9.08765 -2.04200 2.43411
H 3.39756 -2.25520 3.25976
H 4.96523 -1.83912 4.10786
H 4.55671 -3.55440 3.42050
O 14.02419 -1.15080 -0.40393
H 14.98022 -1.07979 -0.33722
H 13.72707 -1.30009 0.51276
O 17.25582 -5.74254 4.99192
H 16.56773 -5.46475 4.37425
H 17.70380 -6.46816 4.54506
O 13.11183 -6.70240 -1.00433
H 13.34141 -6.69540 -0.05384
H 13.94895 -6.81070 -1.47031
O 13.66096 -9.69939 0.21878
H 13.65173 -9.14426 1.00677
H 14.25203 -9.24466 -0.38936
O 13.71888 -1.94002 2.20431
H 13.51683 -1.84706 3.14115
H 13.59488 -2.88328 2.02354
C 13.69862 -1.50062 7.63541
C 14.89358 -2.28197 7.14614
O 14.47991 -2.66610 5.85790
C 13.13968 -2.74678 5.82789
O 12.49704 -3.17000 4.92244
O 12.61305 -2.19790 6.99105
H 13.69882 -0.42961 7.44227
H 13.58054 -1.67572 8.70503
H 15.05369 -3.14360 7.79848
H 15.79359 -1.67382 7.22219
C 9.71723 -8.29704 -0.13680
C 9.73963 -9.84917 -0.14342
O 8.78019 -10.08136 -1.19524
C 8.57947 -9.00019 -1.93549
O 7.85168 -8.92151 -2.87327
O 9.25207 -7.94387 -1.41615
H 10.73937 -7.94790 0.02071
H 9.05155 -7.89081 0.63095
H 9.40986 -10.36293 0.75029
H 10.71262 -10.14388 -0.53705

Highest occupied orbital energy = -0.3769 hartree
Electronic energy = -5525.03018 a.u.
Gap between HOMO and LUMO = 9.91 eV